Molecular formula: C36H35BF6O2
Method: DFT, ωB97M-V with the def2-TZVPD basis set

Properties
Calculated total energy in eV: -58974.564
Charge: 0
Frontier orbital gap in eV: 2.7
HOMO level in eV: -5.2

Geometry (Å):
C (-1.000, 0.400, -1.427)
C (0.155, -0.060, -2.193)
C (1.142, 0.845, -2.647)
C (2.385, 0.399, -3.063)
C (2.632, -0.970, -3.211)
C (1.576, -1.867, -3.009)
C (0.340, -1.412, -2.557)
C (-2.149, -0.383, -1.366)
C (-3.396, 0.225, -1.430)
C (-4.485, -0.239, -2.224)
C (-5.488, 0.680, -2.639)
C (-6.488, 0.303, -3.525)
C (-6.558, -1.020, -3.992)
C (-5.595, -1.953, -3.575)
C (-4.569, -1.576, -2.708)
H (-1.106, 1.463, -1.324)
H (0.917, 1.913, -2.605)
H (3.185, 1.125, -3.249)
H (3.624, -1.329, -3.493)
H (1.713, -2.935, -3.196)
H (-0.492, -2.115, -2.499)
H (-2.045, -1.466, -1.386)
H (-3.502, 1.202, -0.957)
H (-5.428, 1.704, -2.269)
H (-7.231, 1.035, -3.849)
H (-7.367, -1.319, -4.661)
H (-5.661, -2.986, -3.925)
H (-3.817, -2.303, -2.393)
C (1.408, -2.467, 3.236)
C (1.561, -2.973, 1.798)
C (2.219, -4.339, 1.807)
C (0.203, -2.850, 0.964)
C (0.040, -3.944, -0.064)
C (-1.088, -2.744, 1.754)
O (0.344, -1.608, 0.270)
B (1.648, -1.176, 0.484)
C (1.790, 0.379, 0.393)
C (0.658, 1.220, 0.441)
C (0.745, 2.545, 0.025)
C (-0.444, 3.410, -0.321)
F (-0.475, 3.645, -1.686)
F (-1.666, 2.873, -0.001)
F (-0.396, 4.640, 0.274)
C (1.989, 3.124, -0.218)
C (3.118, 2.325, -0.079)
C (4.432, 3.000, -0.337)
F (4.635, 3.998, 0.587)
F (5.484, 2.140, -0.273)
F (4.460, 3.589, -1.577)
C (3.047, 0.979, 0.252)
C (-1.482, 2.185, 2.466)
C (-0.228, 2.428, 3.074)
C (0.406, 3.712, 2.966)
C (1.774, 3.838, 3.091)
C (2.549, 2.727, 3.468)
C (1.915, 1.528, 3.837)
C (0.541, 1.392, 3.710)
O (2.476, -2.072, 1.112)
H (0.823, -3.174, 3.846)
H (2.408, -2.361, 3.681)
H (0.935, -1.472, 3.272)
H (1.593, -5.116, 2.261)
H (2.478, -4.655, 0.793)
H (3.145, -4.280, 2.387)
H (-0.112, -4.906, 0.440)
H (-0.840, -3.729, -0.677)
H (0.920, -3.992, -0.713)
H (-1.246, -3.676, 2.312)
H (-1.075, -1.882, 2.432)
H (-1.926, -2.596, 1.057)
H (-0.294, 0.864, 0.832)
H (2.072, 4.176, -0.487)
H (3.944, 0.379, 0.364)
H (-2.135, 3.041, 2.348)
H (-1.864, 1.170, 2.482)
H (-0.222, 4.573, 2.708)
H (2.266, 4.784, 2.852)
H (3.639, 2.803, 3.475)
H (2.521, 0.692, 4.198)
H (0.016, 0.493, 4.056)

Molecular formula: C36H35Cl2F7HgN3O7S4Si
Method: DFT, ωB97M-V with the def2-TZVPD basis set

Properties
Calculated total energy in eV: -156164.497
Charge: -2
Frontier orbital gap (spin up / spin down) in eV: 3.0 / 5.3
2S+1: 2
HOMO level (spin up / spin down) in eV: 0.6 / -1.7

Geometry (Å):
Hg (-0.046, 0.597, -0.179)
Cl (3.453, 2.913, 2.590)
C (1.782, 3.383, 2.490)
C (1.364, 4.520, 3.164)
C (0.041, 4.898, 3.089)
Cl (-0.461, 6.322, 3.975)
C (-0.912, 4.156, 2.367)
C (-2.300, 4.447, 2.340)
C (-3.143, 3.609, 1.605)
C (-2.622, 2.520, 0.946)
N (-1.315, 2.194, 0.972)
C (-0.459, 2.998, 1.677)
C (0.916, 2.578, 1.729)
O (1.329, 1.488, 1.154)
H (2.073, 5.090, 3.748)
H (-2.690, 5.287, 2.896)
H (-4.208, 3.802, 1.562)
H (-3.265, 1.860, 0.378)
F (0.549, 0.904, -4.756)
C (-0.446, 1.787, -4.727)
F (-0.400, 2.474, -5.888)
F (-1.604, 1.117, -4.713)
S (-0.300, 3.035, -3.335)
O (-0.469, 2.331, -2.095)
O (-1.335, 3.957, -3.701)
N (1.119, 3.635, -3.664)
S (2.404, 3.501, -2.744)
O (3.003, 4.782, -2.514)
O (2.353, 2.568, -1.671)
C (3.573, 2.760, -4.006)
F (3.236, 1.516, -4.359)
F (4.830, 2.720, -3.533)
F (3.598, 3.507, -5.125)
O (-0.854, -1.225, 1.678)
S (-1.759, -1.479, 2.823)
C (-0.729, -2.401, 4.094)
C (0.776, -2.299, 3.874)
C (1.290, -3.218, 2.767)
C (2.766, -2.986, 2.476)
S (2.955, -1.720, 1.071)
O (1.583, -1.305, 0.754)
C (3.356, -3.002, -0.135)
C (2.318, -3.638, -0.799)
C (2.605, -4.625, -1.727)
C (3.925, -4.959, -2.005)
C (4.961, -4.302, -1.351)
C (4.678, -3.323, -0.413)
C (-1.936, 0.015, 3.780)
C (-3.229, 0.407, 4.123)
C (-3.426, 1.556, 4.866)
C (-2.336, 2.317, 5.280)
C (-1.045, 1.917, 4.935)
C (-0.843, 0.786, 4.173)
H (-1.057, -3.442, 4.043)
H (-1.025, -1.987, 5.057)
H (1.282, -2.541, 4.815)
H (1.035, -1.272, 3.606)
H (0.718, -2.999, 1.862)
H (1.117, -4.262, 3.043)
H (3.278, -3.892, 2.158)
H (3.293, -2.570, 3.337)
H (1.298, -3.343, -0.586)
H (1.797, -5.126, -2.244)
H (4.148, -5.714, -2.748)
H (5.992, -4.546, -1.577)
H (5.471, -2.799, 0.108)
H (-4.067, -0.201, 3.802)
H (-4.431, 1.871, 5.121)
H (-2.483, 3.219, 5.860)
H (-0.195, 2.508, 5.253)
H (0.156, 0.509, 3.863)
C (-3.830, -1.665, -2.943)
Si (-2.768, -0.603, -1.749)
C (-3.441, 1.123, -2.169)
C (-3.488, -1.121, -0.066)
N (-1.049, -0.735, -1.711)
C (-0.282, -1.453, -2.590)
C (-0.803, -2.477, -3.421)
C (-0.041, -3.164, -4.350)
C (1.308, -2.894, -4.514)
C (1.879, -1.937, -3.688)
C (1.110, -1.268, -2.765)
F (1.765, -0.372, -1.998)
H (-4.864, -1.325, -2.851)
H (-3.813, -2.734, -2.713)
H (-3.537, -1.537, -3.987)
H (-4.305, 1.356, -1.542)
H (-3.760, 1.185, -3.211)
H (-2.693, 1.895, -2.013)
H (-4.576, -1.224, -0.110)
H (-3.243, -0.385, 0.700)
H (-3.073, -2.077, 0.256)
H (-1.845, -2.727, -3.317)
H (-0.513, -3.936, -4.950)
H (1.905, -3.418, -5.248)
H (2.930, -1.689, -3.755)

Molecular formula: C36H35Cl2N6O6S2Ti
Method: DFT, ωB97M-V with the def2-TZVPD basis set

Properties
Calculated total energy in eV: -128956.880
Charge: -2
Frontier orbital gap (spin up / spin down) in eV: 4.0 / 5.6
2S+1: 2
HOMO level (spin up / spin down) in eV: -0.2 / -1.8

Geometry (Å):
Ti (0.010, 0.153, 1.093)
O (-1.086, -1.627, 0.494)
N (-0.470, -2.546, -0.133)
N (0.775, -2.292, -0.279)
O (1.312, -1.200, 0.193)
C (1.619, -3.211, -0.963)
C (2.899, -2.787, -1.281)
C (3.745, -3.654, -1.958)
C (3.316, -4.925, -2.309)
C (2.026, -5.332, -1.980)
C (1.168, -4.481, -1.305)
H (3.208, -1.787, -1.007)
H (4.743, -3.321, -2.215)
H (3.978, -5.598, -2.840)
H (1.682, -6.322, -2.252)
H (0.162, -4.782, -1.050)
Cl (-3.211, 3.118, 4.754)
C (-2.797, 2.821, 3.075)
C (-3.289, 3.706, 2.099)
C (-2.905, 3.374, 0.771)
C (-2.103, 2.304, 0.514)
N (-1.607, 1.453, 1.489)
C (-2.016, 1.747, 2.783)
H (-3.892, 4.564, 2.353)
H (-3.231, 3.983, -0.064)
H (-1.778, 2.081, -0.492)
H (-1.645, 1.094, 3.558)
C (0.440, -0.281, 2.860)
H (0.533, 0.402, 3.709)
H (0.783, -1.293, 3.105)
Cl (2.113, 5.059, 5.892)
C (1.914, 4.128, 4.409)
C (0.854, 4.398, 3.562)
C (0.716, 3.665, 2.394)
C (1.610, 2.641, 2.040)
C (1.415, 1.834, 0.831)
C (2.663, 2.400, 2.937)
C (2.823, 3.129, 4.102)
H (0.133, 5.164, 3.817)
H (-0.127, 3.871, 1.743)
H (2.345, 1.378, 0.478)
H (0.959, 2.414, 0.024)
H (3.356, 1.598, 2.710)
H (3.645, 2.921, 4.777)
C (-5.637, 0.976, 2.914)
C (-5.509, 0.033, 1.752)
C (-4.360, -0.734, 1.570)
C (-4.239, -1.591, 0.488)
C (-5.273, -1.664, -0.439)
C (-6.423, -0.905, -0.284)
C (-6.535, -0.069, 0.816)
S (-5.102, -2.692, -1.859)
O (-6.386, -2.723, -2.515)
O (-4.456, -3.908, -1.455)
N (-4.100, -1.942, -2.900)
C (-2.668, -1.753, -2.614)
C (-2.309, -0.361, -2.116)
C (-0.794, -0.102, -2.206)
O (-0.203, -0.535, -3.207)
O (-0.286, 0.576, -1.262)
H (-5.011, 0.665, 3.749)
H (-6.673, 1.041, 3.253)
H (-5.306, 1.977, 2.627)
H (-3.537, -0.648, 2.270)
H (-3.333, -2.171, 0.368)
H (-7.218, -0.985, -1.013)
H (-7.436, 0.520, 0.951)
H (-4.561, -1.167, -3.356)
H (-2.110, -1.955, -3.527)
H (-2.377, -2.513, -1.889)
H (-2.654, -0.187, -1.098)
H (-2.788, 0.387, -2.762)
N (2.237, 0.963, -2.550)
C (3.536, 0.676, -2.542)
N (4.216, 0.179, -1.556)
C (5.541, 0.039, -1.888)
C (6.522, -0.490, -1.049)
C (7.824, -0.606, -1.509)
C (8.170, -0.205, -2.799)
C (7.207, 0.319, -3.651)
C (5.907, 0.436, -3.189)
S (4.491, 1.032, -4.008)
H (1.601, 0.647, -1.810)
H (1.756, 0.969, -3.436)
H (6.243, -0.798, -0.049)
H (8.585, -1.016, -0.857)
H (9.193, -0.303, -3.141)
H (7.468, 0.628, -4.656)

Molecular formula: C36H35ClN4O2PRuSSe2
Method: DFT, ωB97M-V with the def2-TZVPD basis set

Properties
Calculated total energy in eV: -213873.661
Charge: 0
Frontier orbital gap (spin up / spin down) in eV: 6.6 / 5.3
2S+1: 6
HOMO level (spin up / spin down) in eV: -6.3 / -7.1

Geometry (Å):
Ru (0.017, -0.700, -0.560)
S (1.158, -1.661, 1.239)
C (0.247, -0.762, 2.439)
N (0.286, -1.093, 3.797)
N (0.906, -2.229, 4.049)
C (1.091, -2.680, 5.356)
C (0.621, -1.950, 6.444)
C (0.831, -2.443, 7.722)
C (1.497, -3.645, 7.925)
C (1.960, -4.364, 6.829)
C (1.760, -3.888, 5.546)
N (-0.496, 0.262, 2.175)
N (-0.589, 0.584, 0.833)
C (-1.184, 1.828, 0.641)
C (-1.518, 2.668, 1.716)
C (-2.100, 3.900, 1.477)
C (-2.369, 4.324, 0.180)
C (-2.043, 3.493, -0.885)
C (-1.455, 2.261, -0.661)
H (1.221, -2.811, 3.274)
H (0.103, -1.019, 6.270)
H (0.466, -1.880, 8.571)
H (1.655, -4.019, 8.927)
H (2.479, -5.302, 6.974)
H (2.117, -4.446, 4.688)
H (-1.312, 2.337, 2.720)
H (-2.351, 4.537, 2.316)
H (-2.829, 5.287, 0.004)
H (-2.254, 3.800, -1.903)
H (-1.239, 1.608, -1.495)
O (-3.213, -0.453, 1.525)
C (-4.501, -0.876, 1.146)
C (-4.482, -1.397, -0.284)
C (-5.968, -1.441, -0.681)
O (-6.238, -2.053, -1.933)
C (-3.753, -0.389, -1.214)
Se (-2.043, -0.950, -1.996)
C (-3.930, -2.820, -0.393)
Se (-2.084, -3.146, 0.166)
H (-3.120, -0.431, 2.483)
H (-5.200, -0.028, 1.189)
H (-4.889, -1.665, 1.802)
H (-6.374, -0.423, -0.660)
H (-6.518, -2.032, 0.054)
H (-5.746, -1.586, -2.617)
H (-3.612, 0.566, -0.709)
H (-4.350, -0.196, -2.108)
H (-4.017, -3.164, -1.421)
H (-4.544, -3.481, 0.225)
Cl (0.816, -2.457, -2.069)
C (2.446, -1.977, -2.546)
C (3.276, -2.983, -3.008)
C (4.561, -2.654, -3.406)
C (4.994, -1.336, -3.336)
C (4.141, -0.348, -2.871)
C (2.841, -0.648, -2.466)
P (1.684, 0.633, -1.838)
C (0.994, 1.341, -3.368)
C (0.784, 0.543, -4.489)
C (0.129, 1.052, -5.601)
C (-0.318, 2.365, -5.607)
C (-0.107, 3.169, -4.495)
C (0.541, 2.660, -3.380)
C (2.797, 1.897, -1.164)
C (3.343, 2.949, -1.894)
C (4.222, 3.833, -1.284)
C (4.562, 3.669, 0.052)
C (4.015, 2.625, 0.786)
C (3.128, 1.746, 0.183)
H (2.920, -4.004, -3.045)
H (5.225, -3.430, -3.761)
H (5.998, -1.077, -3.642)
H (4.491, 0.675, -2.810)
H (1.125, -0.485, -4.501)
H (-0.035, 0.418, -6.462)
H (-0.828, 2.761, -6.475)
H (-0.448, 4.197, -4.494)
H (0.689, 3.294, -2.513)
H (3.084, 3.082, -2.938)
H (4.641, 4.651, -1.855)
H (5.247, 4.361, 0.524)
H (4.269, 2.502, 1.831)
H (2.680, 0.941, 0.758)

Molecular formula: C36H35CoN2O7SSb
Method: DFT, ωB97M-V with the def2-TZVPD basis set

Properties
Calculated total energy in eV: -110214.287
Charge: -2
Frontier orbital gap (spin up / spin down) in eV: 5.8 / 6.2
2S+1: 2
HOMO level (spin up / spin down) in eV: -1.4 / -1.9

Geometry (Å):
Co (0.416, 0.794, 0.399)
O (3.992, 0.090, 1.824)
C (3.337, 0.320, 0.805)
O (2.280, -0.274, 0.418)
C (3.899, 1.384, -0.190)
C (3.464, 1.034, -1.623)
C (4.315, 1.844, -2.621)
C (3.650, 3.235, -2.511)
C (2.593, 2.961, -1.423)
O (2.175, 1.639, -1.728)
C (3.304, 2.817, -0.055)
C (2.272, 3.065, 1.070)
O (2.421, 4.085, 1.753)
O (1.295, 2.262, 1.163)
H (4.983, 1.391, -0.068)
H (3.399, -0.027, -1.830)
H (5.367, 1.863, -2.332)
H (4.236, 1.429, -3.627)
H (4.346, 4.023, -2.219)
H (3.165, 3.524, -3.446)
H (1.747, 3.645, -1.427)
H (4.082, 3.571, 0.071)
O (0.355, -2.383, 1.015)
S (-0.691, -2.102, 0.082)
O (-0.818, -3.062, -1.005)
N (-0.558, -0.570, -0.465)
C (-1.358, -0.129, -1.511)
C (-2.072, -0.923, -2.413)
C (-2.882, -0.344, -3.391)
C (-3.003, 1.020, -3.523)
C (-2.279, 1.869, -2.665)
C (-2.353, 3.275, -2.717)
C (-1.643, 4.015, -1.799)
C (-0.860, 3.367, -0.849)
N (-0.753, 2.052, -0.783)
C (-1.452, 1.290, -1.665)
C (-2.213, -2.332, 1.003)
C (-3.462, -2.071, 0.454)
C (-4.600, -2.338, 1.195)
C (-4.500, -2.874, 2.470)
C (-3.248, -3.122, 3.019)
C (-2.107, -2.842, 2.288)
H (-1.973, -1.994, -2.364)
H (-3.435, -0.989, -4.064)
H (-3.641, 1.455, -4.284)
H (-2.977, 3.754, -3.461)
H (-1.706, 5.096, -1.801)
H (-0.318, 3.914, -0.086)
H (-3.532, -1.664, -0.544)
H (-5.577, -2.126, 0.776)
H (-5.395, -3.090, 3.041)
H (-3.165, -3.533, 4.017)
H (-1.117, -3.003, 2.692)
C (4.082, -2.391, -2.621)
Sb (2.075, -2.422, -1.650)
C (1.665, -4.318, -2.707)
C (2.905, -3.505, 0.026)
H (4.425, -3.399, -2.856)
H (4.808, -1.918, -1.959)
H (4.040, -1.817, -3.549)
H (2.339, -5.100, -2.352)
H (1.797, -4.195, -3.784)
H (0.634, -4.600, -2.501)
H (3.836, -3.995, -0.262)
H (2.166, -4.234, 0.354)
H (3.072, -2.790, 0.828)
C (-4.425, 1.169, 3.428)
C (-4.039, 1.400, 2.094)
C (-2.749, 1.177, 1.696)
C (-1.750, 0.720, 2.593)
C (-0.401, 0.481, 2.190)
C (0.488, 0.049, 3.154)
C (0.097, -0.164, 4.489)
C (-1.195, 0.066, 4.887)
C (-2.149, 0.508, 3.951)
C (-3.495, 0.737, 4.330)
H (-5.455, 1.328, 3.731)
H (-4.773, 1.753, 1.377)
H (-2.472, 1.353, 0.668)
H (1.521, -0.147, 2.892)
H (0.833, -0.507, 5.210)
H (-1.503, -0.076, 5.919)
H (-3.784, 0.546, 5.360)